Record 1
DFT (ωB97M-V/def2-TZVPD) results for the molecule C7H10NP in a non-equilibrium geometry.

Results
Energy = -668.7030 Ha
ΔE to the lowest compared entry with this formula, charge and spin = 52.3 kcal/mol
Orbital gap (spin up / spin down) = 6.9190 / 6.9185 eV

```
! RIJCOSX wB97M-V def2-TZVPD def2/J DEFGRID3
* xyz 0 1
C -0.506 0.554 -2.502
C -1.351 1.567 -2.611
C -1.823 2.293 -1.482
C -1.782 1.853 -0.199
N -1.071 0.847 0.266
P -1.207 -0.490 1.035
C 0.572 -0.846 1.227
C 1.074 -1.863 1.876
C 2.514 -2.142 2.136
H 0.097 0.017 -3.243
H -0.341 0.144 -1.524
H -1.886 1.841 -3.572
H -2.521 3.200 -1.780
H -2.305 2.443 0.510
H 1.321 -0.230 0.811
H 0.491 -2.553 2.393
H 3.331 -1.715 1.498
H 2.733 -1.736 3.169
H 2.660 -3.182 1.993
*
```

=====

Record 2
DFT (ωB97M-V/def2-TZVPD) results for C3H4BrO3S as an isolated structure in a non-equilibrium geometry.

Results
Energy = -3314.5043 Ha
ΔE to the lowest compared entry with this formula, charge and spin = 125.7 kcal/mol
Orbital gap (spin up / spin down) = 3.9560 / 3.2160 eV

```
! RIJCOSX wB97M-V def2-TZVPD def2/J DEFGRID3
* xyz -1 1
C -2.107 1.373 0.109
C -1.108 1.329 0.967
C 1.159 -1.161 -1.332
O -1.134 0.580 1.972
O 3.175 -1.125 0.337
O 2.016 -3.250 0.089
S 1.946 -1.790 0.128
Br 1.427 0.682 -1.214
H -3.030 0.766 0.328
H -2.213 2.030 -0.726
H -0.198 1.967 0.780
H 0.068 -1.402 -1.438
*
```

=====

Record 3
DFT (ωB97M-V/def2-TZVPD) results for C80H147Cl20F3N15O15S3Sn as an isolated structure in a non-equilibrium geometry.

Results
Energy = -15998.3134 Ha
Orbital gap = 4.9786 eV

```
! RIJCOSX wB97M-V def2-TZVPD def2/J DEFGRID3
* xyz -1 1
C 7.210 0.903 1.701
O 6.232 0.036 2.316
C 5.443 0.565 3.388
C 4.997 -0.715 4.119
N 3.973 -0.554 5.170
H 3.201 -0.089 4.713
H 3.676 -1.493 5.393
C 4.240 0.382 6.373
C 5.476 0.030 7.245
O 5.446 -1.348 7.599
C 6.765 -1.723 8.209
H 8.263 0.787 1.961
H 6.935 1.955 1.636
H 7.232 0.530 0.677
H 4.686 1.225 2.964
H 6.013 1.150 4.109
H 5.700 -1.368 4.636
H 4.444 -1.300 3.384
H 3.327 0.417 6.967
H 4.424 1.337 5.880
H 5.534 0.555 8.199
H 6.376 0.280 6.684
H 6.713 -2.812 8.225
H 6.885 -1.280 9.198
H 7.633 -1.405 7.631
C -3.660 0.658 -0.747
O -2.771 1.300 0.155
C -3.145 1.180 1.487
C -1.922 1.699 2.387
N -0.586 1.155 1.890
H -0.400 1.199 0.899
H 0.088 1.771 2.321
C -0.265 -0.289 2.217
C 1.077 -0.624 1.465
O 0.802 -0.340 0.094
C 1.901 -0.501 -0.765
H -4.708 0.474 -0.511
H -3.111 -0.210 -1.111
H -3.809 1.353 -1.573
H -3.332 0.109 1.553
H -4.051 1.783 1.558
H -2.119 1.428 3.424
H -1.890 2.787 2.447
H -1.139 -0.868 1.917
H -0.174 -0.373 3.300
H 1.242 -1.700 1.515
H 1.870 -0.065 1.962
H 1.784 -0.241 -1.817
H 2.181 -1.554 -0.800
H 2.699 0.132 -0.377
Sn 0.083 1.031 6.858
S 1.657 2.588 4.003
O 0.264 2.895 4.492
O 1.680 2.428 2.552
O 2.485 3.692 4.468
O 2.139 1.433 4.651
S 1.027 -2.234 5.657
O -0.268 -1.707 5.352
O 1.729 -1.391 6.631
O 0.835 -3.508 6.304
O 1.827 -2.305 4.409
C -5.459 0.303 6.090
F -6.475 -0.633 5.998
F -5.828 1.353 5.398
F -5.288 0.564 7.375
S -3.795 -0.342 5.351
O -2.740 0.647 5.575
O -3.529 -1.626 5.979
O -4.007 -0.441 3.917
C -11.522 1.116 -0.526
C -10.208 1.426 0.202
N -10.064 0.734 1.501
C -9.874 -0.703 1.246
C -8.529 -1.071 0.564
C -8.962 1.217 2.353
C -9.228 2.598 3.098
H -11.654 0.069 -0.798
H -11.586 1.563 -1.517
H -12.413 1.456 0.001
H -9.365 1.287 -0.474
H -10.149 2.513 0.263
H -9.921 -1.258 2.183
H -10.602 -1.160 0.576
H -7.734 -1.043 1.309
H -8.613 -2.137 0.355
H -8.392 -0.665 -0.438
H -8.031 1.277 1.789
H -8.842 0.382 3.044
H -8.455 2.968 3.773
H -10.218 2.633 3.553
H -9.170 3.385 2.346
C 7.911 2.254 -2.134
C 7.909 1.841 -3.639
N 9.227 1.973 -4.200
C 9.301 1.356 -5.545
C 9.169 -0.185 -5.523
C 9.761 3.280 -4.273
C 8.941 4.355 -5.021
H 8.742 1.795 -1.599
H 7.012 1.941 -1.604
H 8.048 3.323 -1.967
H 7.661 0.780 -3.621
H 7.100 2.299 -4.207
H 10.323 1.543 -5.873
H 8.567 1.890 -6.150
H 9.846 -0.621 -6.258
H 8.134 -0.517 -5.604
H 9.529 -0.584 -4.575
H 10.016 3.676 -3.290
H 10.785 3.204 -4.638
H 9.403 5.341 -5.053
H 8.861 4.011 -6.052
H 7.867 4.357 -4.833
C 4.193 -5.456 -4.728
C 3.763 -4.580 -5.933
N 3.425 -5.455 -7.084
C 2.435 -4.927 -8.021
C 2.939 -3.843 -9.012
C 4.615 -6.192 -7.612
C 4.265 -7.287 -8.690
H 3.600 -6.330 -4.459
H 4.183 -4.750 -3.898
H 5.207 -5.856 -4.747
H 2.820 -4.156 -5.587
H 4.536 -3.821 -6.058
H 2.008 -5.737 -8.613
H 1.591 -4.527 -7.461
H 2.062 -3.431 -9.511
H 3.712 -3.173 -8.637
H 3.580 -4.420 -9.679
H 5.152 -6.640 -6.776
H 5.275 -5.388 -7.939
H 5.044 -8.042 -8.794
H 4.109 -6.777 -9.641
H 3.449 -7.942 -8.383
C -2.090 -6.785 -4.419
C -2.120 -6.447 -2.940
N -2.617 -5.106 -2.408
C -4.029 -4.901 -2.800
C -4.403 -3.374 -2.828
C -2.407 -4.936 -1.015
C -0.929 -4.326 -0.776
H -2.171 -5.872 -5.010
H -2.913 -7.332 -4.879
H -1.161 -7.243 -4.758
H -2.590 -7.288 -2.430
H -1.074 -6.417 -2.635
H -4.332 -5.237 -3.792
H -4.758 -5.294 -2.091
H -3.994 -2.896 -1.938
H -3.826 -2.989 -3.670
H -5.470 -3.167 -2.910
H -2.636 -5.873 -0.507
H -3.095 -4.223 -0.561
H -0.943 -3.358 -1.278
H -0.077 -4.945 -1.057
H -0.841 -4.137 0.294
C -1.367 4.393 -0.983
C -1.188 5.156 -2.326
N -0.532 4.363 -3.389
C -1.153 3.068 -3.676
C -2.403 2.959 -4.459
C -0.258 5.151 -4.578
C 0.670 4.528 -5.616
H -1.676 5.143 -0.254
H -0.432 3.950 -0.640
H -2.191 3.684 -1.057
H -2.087 5.568 -2.784
H -0.493 5.987 -2.211
H -0.386 2.467 -4.163
H -1.509 2.499 -2.817
H -3.210 3.573 -4.060
H -2.254 3.232 -5.504
H -2.798 1.945 -4.525
H 0.306 6.011 -4.218
H -1.160 5.643 -4.943
H 0.021 3.892 -6.217
H 1.490 3.905 -5.260
H 1.057 5.324 -6.252
C -5.788 5.921 1.355
Cl -5.206 4.210 1.589
Cl -5.380 6.866 2.878
Cl -4.909 6.557 -0.007
Cl -7.533 5.961 1.010
C 4.353 -0.141 -4.407
Cl 4.032 -1.836 -4.241
Cl 5.610 0.205 -5.590
Cl 2.802 0.682 -4.694
Cl 4.882 0.453 -2.752
C -8.264 3.748 -2.622
Cl -9.787 4.533 -2.203
Cl -8.665 2.064 -3.180
Cl -7.379 4.514 -3.988
Cl -7.247 3.594 -1.207
C 7.852 -2.412 -1.628
Cl 9.091 -1.222 -1.428
Cl 7.316 -2.420 -3.364
Cl 8.463 -4.078 -1.262
Cl 6.482 -1.932 -0.649
C -4.869 -0.758 -5.485
Cl -5.471 -2.291 -6.189
Cl -5.446 -0.455 -3.837
Cl -3.140 -0.594 -5.742
Cl -5.638 0.608 -6.402
N -5.540 -2.581 3.042
C -6.434 -3.013 3.921
C -7.023 -4.142 3.330
C -6.500 -4.272 2.089
C -5.634 -3.256 1.836
H -4.873 -1.863 3.287
H -6.492 -2.581 4.909
H -7.796 -4.829 3.643
H -6.890 -5.081 1.490
H -5.066 -3.049 0.941
N -1.178 5.215 5.006
C -2.497 5.453 4.857
C -2.693 6.789 5.362
C -1.491 7.281 5.678
C -0.547 6.310 5.492
H -0.766 4.326 4.762
H -3.167 4.667 4.539
H -3.633 7.299 5.519
H -1.211 8.176 6.214
H 0.463 6.267 5.874
N 3.145 -4.222 2.695
C 4.499 -4.238 2.852
C 4.929 -4.635 1.627
C 3.913 -4.923 0.688
C 2.779 -4.674 1.457
H 2.500 -3.890 3.397
H 4.917 -3.975 3.812
H 5.995 -4.734 1.480
H 4.008 -5.359 -0.296
H 1.721 -4.802 1.288
N -1.239 -6.182 3.875
C -2.557 -6.446 4.212
C -3.402 -5.397 4.012
C -2.462 -4.307 3.820
C -1.179 -4.812 3.664
H -0.469 -6.827 3.765
H -2.799 -7.490 4.342
H -4.480 -5.471 3.983
H -2.706 -3.260 3.716
H -0.238 -4.409 3.323
N 1.733 5.875 0.188
C 1.615 6.910 -0.629
C 0.626 7.729 -0.164
C 0.306 7.339 1.150
C 1.076 6.138 1.334
H 2.322 5.065 0.055
H 2.236 6.839 -1.510
H 0.108 8.502 -0.714
H -0.298 7.911 1.839
H 1.163 5.455 2.166
N 2.695 2.566 0.120
C 2.183 2.697 -1.168
C 3.129 3.339 -1.926
C 4.254 3.534 -1.187
C 3.970 3.075 0.108
H 2.333 2.256 1.011
H 1.203 2.267 -1.311
H 2.897 3.604 -2.947
H 5.168 4.041 -1.460
H 4.557 3.075 1.015
N -1.042 -3.358 -4.007
C -1.078 -2.089 -3.596
C -0.240 -1.317 -4.360
C 0.212 -2.181 -5.363
C -0.244 -3.438 -5.098
H -1.425 -4.140 -3.494
H -1.462 -1.852 -2.615
H 0.039 -0.291 -4.167
H 0.870 -1.866 -6.160
H 0.071 -4.383 -5.516
N -1.387 4.048 9.478
C -1.707 4.298 8.170
C -2.368 3.255 7.580
C -2.437 2.290 8.640
C -1.958 2.843 9.808
H -0.834 4.553 10.155
H -1.342 5.255 7.827
H -2.724 3.124 6.569
H -2.807 1.285 8.501
H -1.721 2.370 10.750
*
```

=====

Record 4
DFT (ωB97M-V/def2-TZVPD) results for an isolated ion of composition C4H8IN4O2 and charge +1 in a non-equilibrium geometry.

Results
Expectation value of S² = 2.01
Energy = -823.8665 Ha
ΔE to the lowest compared entry with this formula, charge and spin = 0.0 kcal/mol
Orbital gap (spin up / spin down) = 7.7605 / 5.7072 eV

```
! RIJCOSX wB97M-V def2-TZVPD def2/J DEFGRID3
* xyz 1 3
C -0.941 -2.028 0.466
C 0.216 -0.146 0.952
C 1.106 1.724 -1.326
C 0.412 0.317 -1.555
N -0.092 -1.436 1.336
N -0.535 -0.115 -0.484
N -1.180 -1.288 -0.594
N -0.566 0.932 1.902
O -0.010 1.992 1.901
O -1.460 0.414 2.497
I 0.181 -2.244 3.231
H -1.478 -2.987 0.529
H 1.156 0.148 0.695
H 2.029 1.792 -0.723
H 1.399 2.028 -2.260
H 0.433 2.479 -1.035
H -0.097 0.335 -2.579
H 1.209 -0.384 -1.615
H -1.781 -1.532 -1.338
*
```

=====

Question: What is the formula in the fourth record?
Answer: C4H8IN4O2

=====

Copy entry 1 word for word.
DFT (ωB97M-V/def2-TZVPD) results for the molecule C7H10NP in a non-equilibrium geometry.

Results
Energy = -668.7030 Ha
ΔE to the lowest compared entry with this formula, charge and spin = 52.3 kcal/mol
Orbital gap (spin up / spin down) = 6.9190 / 6.9185 eV

```
! RIJCOSX wB97M-V def2-TZVPD def2/J DEFGRID3
* xyz 0 1
C -0.506 0.554 -2.502
C -1.351 1.567 -2.611
C -1.823 2.293 -1.482
C -1.782 1.853 -0.199
N -1.071 0.847 0.266
P -1.207 -0.490 1.035
C 0.572 -0.846 1.227
C 1.074 -1.863 1.876
C 2.514 -2.142 2.136
H 0.097 0.017 -3.243
H -0.341 0.144 -1.524
H -1.886 1.841 -3.572
H -2.521 3.200 -1.780
H -2.305 2.443 0.510
H 1.321 -0.230 0.811
H 0.491 -2.553 2.393
H 3.331 -1.715 1.498
H 2.733 -1.736 3.169
H 2.660 -3.182 1.993
*
```

=====

Question: What is the formula in the fourth record?
Answer: C4H8IN4O2